23
Properties=species:S:1:pos:R:3:forces:R:3 method="wB97M-V/def2-TZVPD" total_charge=+1 total_energy_ha=-636.0161 homo_lumo_gap_ev="10.17 / 5.32" fmax_ha_per_bohr=0.0617 multiplicity=2 e_above_lowest_kj_mol=65.3 s_squared=0.7532
C -2.059220 0.101066 -0.082868 0.0637 -0.1272 -1.9552
C -2.720219 0.737727 -1.343136 -1.6465 0.4856 0.6347
C -1.141131 -2.426634 0.695596 -0.7389 1.3964 1.8602
S -2.714323 -1.512498 0.399184 1.2384 -0.0243 -0.2857
H -1.004708 -0.001551 -0.338723 0.0923 0.0411 0.9797
H -2.340503 0.771007 0.715039 0.4874 -0.0036 0.7530
H -2.138485 0.926586 -2.241463 0.5514 -0.5604 0.3001
H -3.083293 1.722951 -1.010655 0.0451 -0.3164 -0.3208
H -0.680654 -2.763144 -0.233031 -0.1708 -0.3249 0.2278
H -0.526216 -1.690009 1.235796 0.2239 0.2156 -0.8039
H -1.333235 -3.071480 1.566444 -0.1743 -0.8742 -1.1228
H -3.614323 0.172436 -1.615364 0.0325 0.1369 -0.2334
C 2.673986 0.320206 0.302841 0.0394 -1.9811 0.3107
C 1.883527 0.382694 -0.968667 -1.4291 0.1450 -2.8307
C 2.123607 1.184979 1.413607 -1.0570 2.3673 -1.0228
H 2.518297 -0.705420 0.674529 0.3716 -0.0904 -0.1956
H 3.766498 0.321895 0.072782 -0.8248 0.7905 0.5015
H 0.901156 -0.111522 -0.986901 -0.0451 -0.2898 0.9078
H 2.801167 1.390703 2.235317 0.0881 0.2505 -0.1373
H 1.675674 2.112999 0.932608 1.4616 -0.2103 0.6325
H 2.292891 -0.130935 -1.868464 0.5356 0.2860 0.8208
H 1.554267 1.356510 -1.399997 0.8606 0.0082 0.7570
H 1.165233 0.911426 1.845515 -0.0052 -1.3204 0.2223